The following is a quantum chemistry calculation of 15 unconnected molecules or ions with the total composition C82H190Cl4O39, from the OMol25 dataset.

Each line ends with the Mulliken charge.
Cartesian coordinates (Å):
Cl 0.67 7.79 -2.30  -0.159
C 0.74 6.75 -3.76  -0.248
C 1.67 5.58 -3.48  -1.007
Cl 1.01 4.74 -2.12  0.138
H 1.20 7.39 -4.53  0.502
H -0.26 6.57 -4.11  -0.173
H 2.67 5.88 -3.23  0.505
H 1.79 4.90 -4.33  0.438
Cl 0.44 0.17 3.20  0.164
C 0.94 -0.98 1.95  0.552
C 0.19 -0.79 0.63  0.043
Cl 0.71 -2.06 -0.55  0.660
H 0.72 -1.97 2.38  -0.559
H 1.99 -0.86 1.74  -0.708
H 0.32 0.18 0.18  -0.303
H -0.89 -0.94 0.68  0.156
C 0.72 9.16 1.64  -0.719
O 1.26 7.89 1.71  -0.362
C 0.37 6.96 1.18  -0.703
C 0.38 5.72 2.06  2.631
O -0.68 5.92 2.94  -0.194
C -0.71 5.25 4.21  1.370
C -2.11 5.46 4.79  -1.887
O -2.91 4.39 4.31  1.119
C -4.10 4.26 5.07  -1.635
H 1.36 9.88 2.12  0.332
H -0.25 9.23 2.17  0.308
H 0.50 9.66 0.63  0.131
H 0.71 6.72 0.16  -0.458
H -0.61 7.34 1.21  1.014
H 1.31 5.61 2.57  -1.110
H 0.12 4.81 1.37  -0.975
H 0.06 5.66 4.84  -0.636
H -0.68 4.16 3.96  -0.139
H -2.48 6.44 4.46  0.336
H -2.04 5.38 5.87  0.519
H -3.95 4.03 6.11  0.645
H -4.66 3.49 4.59  -0.001
H -4.54 5.26 5.10  0.398
C 6.39 -1.43 3.04  -0.594
O 5.39 -0.38 3.17  -0.447
C 4.63 -0.25 1.99  0.053
C 3.92 1.10 1.90  -0.245
O 3.37 1.30 0.65  0.524
C 2.46 2.36 0.44  0.683
C 3.08 3.75 0.45  -0.119
O 3.60 4.05 1.75  -0.021
C 4.08 5.44 1.81  -0.822
H 7.14 -1.11 2.27  0.308
H 6.00 -2.41 2.65  0.104
H 6.81 -1.50 4.00  0.331
H 3.89 -1.05 1.90  -0.542
H 5.24 -0.42 1.12  0.487
H 4.59 1.92 2.21  0.513
H 3.13 1.21 2.64  -0.337
H 1.55 2.28 1.07  -0.478
H 2.15 2.20 -0.59  -0.360
H 2.33 4.52 0.15  -0.224
H 3.92 3.81 -0.29  0.482
H 4.72 5.64 0.94  0.294
H 4.68 5.57 2.80  0.088
H 3.31 6.14 1.83  0.337
C 7.35 -3.95 -3.88  -0.891
O 7.18 -2.80 -3.10  -0.253
C 7.25 -1.71 -4.01  0.111
C 7.18 -0.32 -3.32  -0.759
O 6.06 -0.08 -2.56  -0.303
C 4.78 -0.49 -3.16  -0.941
C 3.55 0.19 -2.63  1.568
O 3.30 1.40 -3.27  -0.134
C 4.30 2.34 -2.99  -0.597
H 6.66 -4.06 -4.75  0.262
H 7.11 -4.76 -3.27  0.364
H 8.38 -4.12 -4.30  0.321
H 6.49 -1.82 -4.83  -0.167
H 8.24 -1.76 -4.54  0.467
H 7.27 0.49 -4.05  0.302
H 8.08 -0.28 -2.72  0.400
H 4.66 -1.55 -2.93  0.404
H 4.88 -0.36 -4.22  0.580
H 3.65 0.31 -1.51  -0.766
H 2.73 -0.50 -2.83  -0.573
H 4.61 2.24 -1.95  0.300
H 3.85 3.32 -3.10  -0.195
H 5.13 2.20 -3.68  0.300
C -4.58 -5.16 5.62  -0.545
O -4.63 -4.10 4.68  -0.368
C -3.56 -3.17 4.84  -0.765
C -2.76 -2.93 3.57  0.128
O -2.14 -4.06 3.07  -0.240
C -1.42 -3.93 1.88  1.849
C -2.23 -3.74 0.62  -0.838
O -2.84 -2.42 0.59  0.116
C -3.58 -2.32 -0.67  -0.705
H -5.59 -5.64 5.78  0.260
H -4.20 -4.92 6.62  0.292
H -3.89 -5.95 5.20  0.136
H -2.84 -3.48 5.59  0.554
H -3.99 -2.20 5.14  0.102
H -1.99 -2.11 3.76  -0.089
H -3.38 -2.59 2.73  0.203
H -0.82 -4.83 1.76  -0.574
H -0.77 -3.02 1.91  -0.869
H -3.01 -4.55 0.54  0.548
H -1.54 -3.93 -0.24  0.061
H -2.87 -2.59 -1.50  0.085
H -3.91 -1.28 -0.72  0.121
H -4.43 -2.95 -0.62  0.418
C -1.42 -5.76 -5.72  -0.820
O -0.32 -6.41 -5.07  0.061
C -0.62 -7.75 -4.78  -1.018
C 0.47 -8.41 -3.88  -0.007
O 1.68 -8.49 -4.61  -0.249
C 2.56 -9.12 -3.78  0.014
C 3.94 -9.32 -4.42  -0.882
O 4.48 -8.07 -4.87  -0.301
C 4.13 -7.74 -6.21  -0.558
H -1.11 -4.80 -6.16  0.038
H -2.29 -5.63 -5.06  0.368
H -1.79 -6.30 -6.61  0.358
H -0.61 -8.33 -5.73  0.341
H -1.62 -7.82 -4.27  0.421
H 0.18 -9.36 -3.52  0.625
H 0.67 -7.79 -2.93  -0.072
H 2.24 -10.08 -3.37  0.420
H 2.77 -8.51 -2.86  0.008
H 3.97 -10.07 -5.16  0.378
H 4.60 -9.56 -3.61  0.380
H 4.34 -6.70 -6.25  0.078
H 3.14 -8.00 -6.45  0.321
H 4.70 -8.36 -6.98  0.288
C 0.99 7.88 7.35  -0.878
O 1.42 7.05 6.25  -0.180
C 2.74 6.50 6.29  -0.966
C 2.90 5.48 5.17  0.937
O 2.53 4.20 5.71  -0.308
C 2.78 3.10 4.86  0.228
C 2.60 1.84 5.64  -0.912
O 1.26 1.75 6.08  -0.037
C 1.15 0.60 6.84  -0.988
H 1.26 7.46 8.31  0.369
H -0.05 7.88 7.31  0.247
H 1.29 8.94 7.17  0.268
H 2.93 6.06 7.27  0.381
H 3.52 7.25 6.10  0.321
H 3.91 5.40 4.80  0.346
H 2.18 5.61 4.33  -0.767
H 3.79 3.12 4.48  0.543
H 2.07 3.07 4.02  -0.393
H 3.11 1.96 6.52  0.638
H 2.81 0.95 5.02  0.361
H 0.89 -0.25 6.21  0.220
H 0.41 0.65 7.65  0.268
H 2.10 0.18 7.23  0.395
C -0.65 1.44 -2.18  1.182
O -1.93 1.37 -2.94  0.604
C -3.08 1.51 -2.12  1.167
C -4.32 1.27 -2.97  -1.339
O -4.58 -0.10 -3.18  -0.444
C -3.77 -0.77 -4.14  1.290
C -4.47 -1.97 -4.77  -0.826
O -5.20 -1.56 -5.92  -0.331
C -5.68 -2.58 -6.73  -0.648
H -0.69 2.28 -1.42  -0.448
H 0.11 1.54 -2.95  -0.356
H -0.50 0.52 -1.55  -0.363
H -3.07 2.58 -1.73  -0.531
H -3.16 0.70 -1.39  -0.439
H -4.13 1.83 -3.90  0.332
H -5.24 1.65 -2.56  0.543
H -2.86 -1.16 -3.67  -1.048
H -3.56 -0.06 -4.97  0.265
H -5.21 -2.39 -4.07  0.480
H -3.63 -2.62 -5.02  0.242
H -6.23 -3.36 -6.14  0.274
H -4.82 -3.30 -7.15  0.190
H -6.21 -2.17 -7.59  0.265
C -0.09 -1.95 -3.80  0.775
O -0.33 -1.89 -5.16  -0.346
C -0.57 -0.66 -5.68  0.372
C 0.70 0.14 -6.11  -0.407
O 1.54 -0.73 -6.91  -0.573
C 2.44 -1.53 -6.15  1.168
C 3.68 -1.82 -6.97  0.023
O 3.40 -2.94 -7.80  -0.313
C 4.53 -3.35 -8.57  -0.714
H 0.31 -2.91 -3.56  0.158
H -1.01 -1.79 -3.20  -0.191
H 0.65 -1.30 -3.51  -0.210
H -1.15 -0.04 -5.05  -0.578
H -1.16 -0.85 -6.57  0.464
H 1.21 0.60 -5.28  -0.028
H 0.44 0.98 -6.73  0.506
H 2.09 -2.48 -5.73  -0.203
H 2.78 -0.97 -5.31  -0.601
H 4.47 -2.11 -6.25  -0.414
H 4.08 -0.97 -7.57  0.438
H 4.26 -4.23 -9.15  0.289
H 5.44 -3.67 -7.99  0.223
H 4.92 -2.59 -9.30  0.284
C -0.42 3.61 -5.40  -0.121
O -1.36 4.72 -5.31  -0.536
C -2.55 4.36 -4.69  0.603
C -3.51 5.47 -4.86  -1.173
O -2.87 6.64 -4.46  0.158
C -3.54 7.75 -4.96  -0.692
C -2.98 9.01 -4.40  -0.600
O -1.60 9.11 -4.54  -0.210
C -1.14 10.36 -4.01  -0.884
H -0.91 2.66 -5.61  0.254
H 0.12 3.48 -4.44  -0.441
H 0.30 3.89 -6.20  0.442
H -2.44 4.31 -3.60  -0.357
H -2.90 3.38 -4.99  0.478
H -4.48 5.36 -4.35  0.329
H -3.74 5.53 -5.97  0.404
H -4.61 7.76 -4.69  0.297
H -3.51 7.75 -6.12  0.347
H -3.30 9.11 -3.36  0.322
H -3.44 9.84 -5.00  0.398
H -0.11 10.47 -4.29  0.257
H -1.31 10.50 -2.95  0.320
H -1.67 11.12 -4.66  0.369
C -7.70 3.80 4.61  -0.386
O -8.19 3.69 5.93  -0.444
C -7.32 3.78 7.04  -0.439
C -6.78 2.43 7.56  -0.409
O -6.04 1.93 6.48  0.006
C -5.30 0.72 6.63  -0.588
C -4.12 0.80 7.58  -0.323
O -3.35 1.97 7.20  -0.367
C -2.41 1.82 6.16  -0.205
H -8.60 3.68 4.03  0.377
H -6.94 3.07 4.36  0.104
H -7.20 4.75 4.33  0.204
H -7.90 4.30 7.86  0.382
H -6.47 4.47 6.92  0.099
H -7.54 1.66 7.78  0.312
H -6.20 2.56 8.48  0.278
H -4.85 0.58 5.68  0.039
H -6.00 -0.08 6.90  0.449
H -3.52 -0.20 7.51  0.231
H -4.44 0.96 8.63  0.337
H -2.92 1.65 5.21  0.146
H -1.74 0.98 6.37  0.267
H -1.71 2.64 6.20  -0.054
C 2.60 -5.24 -3.59  -0.280
O 2.83 -4.30 -2.59  0.804
C 3.89 -4.76 -1.83  -0.566
C 3.98 -3.96 -0.50  -0.282
O 3.23 -4.59 0.51  0.271
C 3.73 -4.47 1.84  -0.364
C 2.91 -5.25 2.87  -0.634
O 1.84 -4.42 3.20  0.092
C 0.99 -4.96 4.25  -0.001
H 3.47 -5.41 -4.28  0.198
H 1.82 -4.97 -4.27  0.110
H 2.36 -6.20 -3.12  -0.403
H 4.91 -4.67 -2.36  -0.512
H 3.72 -5.81 -1.62  0.482
H 3.70 -2.94 -0.70  -0.152
H 5.03 -3.97 -0.17  0.505
H 3.76 -3.41 2.16  -0.344
H 4.72 -4.82 1.92  0.769
H 3.61 -5.40 3.70  0.381
H 2.55 -6.25 2.48  0.018
H 0.34 -4.14 4.55  -0.055
H 1.60 -5.23 5.13  0.491
H 0.49 -5.82 3.81  -0.537
C 0.42 -6.27 -0.66  -0.921
O -0.43 -6.65 0.39  0.060
C -0.85 -8.02 0.38  -0.658
C -1.82 -8.18 1.59  -0.065
O -1.26 -8.85 2.70  -0.504
C -0.16 -8.20 3.34  0.391
C 0.76 -9.15 3.92  -0.752
O 1.88 -8.44 4.35  -0.096
C 2.65 -8.90 5.43  -0.881
H -0.09 -5.92 -1.54  0.434
H 1.14 -7.03 -0.87  0.727
H 0.93 -5.39 -0.28  -0.232
H -0.01 -8.73 0.60  0.356
H -1.31 -8.20 -0.65  0.305
H -2.80 -8.63 1.37  0.369
H -2.12 -7.19 1.98  -0.081
H -0.65 -7.51 4.09  0.122
H 0.44 -7.55 2.62  -0.172
H 1.05 -9.97 3.23  0.260
H 0.29 -9.69 4.73  0.420
H 2.87 -9.97 5.47  0.353
H 2.25 -8.58 6.35  0.355
H 3.64 -8.37 5.28  0.197
C -2.41 5.29 -0.73  0.744
O -3.74 4.93 -0.34  -0.127
C -4.20 5.64 0.77  -0.147
C -5.47 5.01 1.30  -1.162
O -5.17 3.70 1.88  0.021
C -5.08 2.62 0.99  -0.452
C -4.34 1.52 1.83  0.183
O -3.02 1.24 1.43  0.476
C -2.17 2.33 1.68  1.581
H -1.68 5.00 0.04  -0.185
H -2.42 6.36 -0.99  0.562
H -2.09 4.78 -1.60  -1.151
H -4.32 6.68 0.49  0.533
H -3.45 5.60 1.56  -0.130
H -6.23 4.96 0.52  0.366
H -5.87 5.67 2.09  0.428
H -4.47 2.85 0.13  -0.023
H -6.04 2.18 0.63  0.292
H -4.77 0.52 1.78  0.468
H -4.41 1.85 2.85  -0.749
H -1.84 2.31 2.70  -0.139
H -2.71 3.24 1.46  -0.383
H -1.29 2.22 0.99  -1.113

Properties
largest force on an atom	0.0766	hartree/bohr
charge	0
E_HOMO	-9.001	eV
electronic energy	-8012.497855	a.u.